Below is a molecular structure, C2H4N2S2, with properties calculated with ωB97M-V/def2-TZVPD.

Last column: Mulliken charge in e.
CARTESIAN COORDINATES (ANGSTROEM)
C (0.4828, -0.0694, 0.0003)  -0.19
C (-0.6148, 0.9411, 0.0011)  0.01
H (3.9298, -0.0498, 0.8590)  0.17
H (0.1736, -1.0113, -0.1583)  0.42
H (-0.5232, 1.9213, -0.1979)  0.45
H (-3.5520, -1.0412, -0.4261)  0.17
N (1.6200, 0.4593, 0.0671)  -0.32
N (-1.9867, 0.6806, -0.0976)  -0.37
S (2.7221, -0.7721, -0.1113)  -0.16
S (-2.2515, -1.0585, 0.0637)  -0.19

Cartesian forces (eV/Å) of the 3 atoms listed first:
C -2.521 5.990 0.288
C -6.339 -4.294 -0.706
H -2.726 -1.762 -2.426

Its spin multiplicity is 1. The LUMO energy is -0.657 eV. Its relative energy (zero: lowest compared OMol25 entry of this formula, charge and spin) is 107.8 kcal per mole. The total energy is -26785.339 eV. The gap between HOMO and LUMO comes out at 8.1 eV.

Below is a single C4H5F2N molecule, with properties calculated with ωB97M-V/def2-TZVPD.

Last column: Mulliken charge in e.
CARTESIAN COORDINATES (ANGSTROEM)
F (-2.1476, -1.3383, -0.0009)  -0.30
C (-1.0356, -0.5895, -0.0707)  0.36
C (-0.9487, 0.7198, -0.0526)  0.33
F (-1.9796, 1.5351, 0.0492)  -0.31
C (0.4614, 1.1649, 0.0387)  -0.45
N (1.2532, -0.0706, 0.0607)  -0.38
C (0.3154, -1.1820, 0.1069)  -0.43
H (0.7158, 1.8010, -0.7768)  0.28
H (0.6099, 1.7670, 0.9739)  0.19
H (1.8640, -0.0778, -0.7203)  0.29
H (0.3910, -1.7583, 1.0627)  0.18
H (0.5008, -1.9713, -0.6707)  0.25

Cartesian forces (eV/Å) of the 3 atoms listed first:
F 0.333 0.213 -0.132
C 0.074 -0.332 0.570
C -0.229 -0.609 0.169

Its spin multiplicity is 1. The LUMO energy is 0.962 eV. Its relative energy (zero: lowest compared OMol25 entry of this formula, charge and spin) is 17.6 kcal per mole. The total energy is -11152.720 eV. As for the SMILES: FC1=C(F)CNC1. The gap between HOMO and LUMO comes out at 9.9 eV.

Below is 11 unconnected molecules or ions with the total composition C2H28NO10, with properties calculated with ωB97M-V/def2-TZVPD.

Last column: Mulliken charge in e.
CARTESIAN COORDINATES (ANGSTROEM)
C (-1.8361, -0.5500, 2.9101)  -1.03
N (-1.5340, -0.4503, 1.4888)  0.50
C (-2.1583, -1.5487, 0.6943)  -0.87
H (-1.1780, 0.0444, 3.5263)  0.32
H (-2.8420, -0.3092, 3.2190)  0.40
H (-1.7323, -1.5515, 3.3146)  0.43
H (-0.5709, -0.2864, 1.1758)  0.08
H (-1.7985, 0.5473, 1.1882)  0.26
H (-1.4404, -2.3682, 0.7455)  0.36
H (-2.4531, -1.1704, -0.3050)  0.25
H (-3.1499, -1.7906, 1.0831)  0.37
H (-2.5952, 0.9869, -2.7385)  0.29
H (-1.2496, 0.7483, -1.8037)  0.43
O (-2.0934, 1.1901, -1.9476)  -0.66
H (0.6139, 0.0961, -2.2496)  0.29
H (-0.0404, -1.2242, -1.5802)  0.24
O (0.0354, -0.2690, -1.5768)  -0.65
H (-2.5038, 2.3826, 0.9494)  0.34
H (-0.8756, 2.6627, 1.1114)  0.29
O (-1.6399, 2.1399, 1.3209)  -0.64
H (1.4081, 2.9884, 0.2889)  0.30
H (1.5212, 4.2193, 1.1139)  0.31
O (0.8522, 3.6332, 0.7414)  -0.67
H (2.6462, -1.5508, -3.9664)  0.26
H (2.8597, -1.6087, -2.4307)  0.33
O (2.3382, -1.2028, -3.1258)  -0.55
H (-3.1026, 0.9907, -0.7196)  0.38
H (-4.4162, 1.7426, -0.5042)  0.31
O (-3.7903, 1.1883, -0.0264)  -0.68
H (4.3010, 0.5736, -2.1364)  0.29
H (4.9041, 0.0750, -0.8150)  0.31
O (4.0946, 0.4164, -1.2086)  -0.62
H (2.3217, 0.5235, 0.0997)  0.37
H (3.5532, 1.1054, 0.6876)  0.30
O (2.6165, 1.0091, 0.8826)  -0.66
H (2.0613, -1.5310, 2.0966)  0.27
H (1.6308, -0.1101, 1.8141)  0.40
O (1.2893, -0.9647, 2.1450)  -0.65
H (1.8235, -3.9359, -2.2465)  0.28
H (0.7156, -3.6753, -1.3883)  0.27
O (1.4142, -3.1662, -1.8281)  -0.54

Cartesian forces (eV/Å) of the 3 atoms listed first:
C 0.817 -0.606 1.889
N -1.249 1.344 -1.399
C -0.443 0.859 -0.472

Its spin multiplicity is 1. The LUMO energy is -2.620 eV. Its relative energy (zero: lowest compared OMol25 entry of this formula, charge and spin) is 52.3 kcal per mole. As for the total charge: +1. The total energy is -24488.024 eV. The gap between HOMO and LUMO comes out at 11.2 eV.

Below is a molecular structure, C35H57BN8PSV, with properties calculated with ωB97M-V/def2-TZVPD.

Last column: Mulliken spin population.
CARTESIAN COORDINATES (ANGSTROEM)
V (0.2458, 0.2110, -0.6394)  2.50
C (4.2107, -3.1531, -1.9785)  0.00
C (3.1480, -2.1694, -2.3325)  0.01
C (2.7450, -1.7383, -3.5816)  0.02
C (1.7132, -0.8152, -3.3529)  0.10
N (1.5111, -0.7097, -2.0460)  -0.10
N (2.3927, -1.5336, -1.4148)  0.06
B (2.3896, -1.6751, 0.1343)  -0.16
N (0.9890, -2.1944, 0.5751)  0.03
N (-0.0797, -1.9087, -0.2293)  0.06
C (-0.9665, -2.8897, -0.0839)  0.05
C (-0.4974, -3.7947, 0.8821)  0.03
C (0.7355, -3.3205, 1.2776)  0.00
C (1.6964, -3.8972, 2.2593)  0.00
C (-2.0888, -3.0859, -1.0766)  -0.04
C (-3.3273, -3.7231, -0.4463)  0.00
C (-1.5328, -4.0488, -2.1445)  0.00
C (-2.4341, -1.7665, -1.7647)  0.08
N (2.7259, -0.2940, 0.7477)  -0.02
N (2.1894, 0.8085, 0.1444)  0.02
C (2.9820, 1.8395, 0.4425)  0.04
C (4.0009, 1.4104, 1.3039)  0.01
C (3.8175, 0.0528, 1.4567)  0.02
C (4.6450, -0.9292, 2.2140)  0.00
C (2.8834, 3.1933, -0.2116)  -0.03
C (1.8022, 3.1762, -1.2894)  0.05
C (4.2224, 3.4796, -0.9119)  0.00
C (2.6435, 4.2732, 0.8483)  0.00
C (0.9319, -0.0197, -4.3697)  -0.07
C (0.2079, -0.9900, -5.3117)  0.00
C (-0.0988, 0.8976, -3.7064)  0.21
C (1.9118, 0.8445, -5.1747)  0.00
H (4.6895, -3.5129, -2.8864)  0.00
H (3.7955, -4.0087, -1.4453)  0.00
H (4.9732, -2.7024, -1.3430)  0.00
H (3.1548, -2.0489, -4.5278)  0.00
H (3.2241, -2.4615, 0.4688)  0.00
H (-0.9835, -4.6887, 1.2338)  0.00
H (1.2304, -4.7285, 2.7834)  0.00
H (2.0002, -3.1522, 2.9954)  0.00
H (2.5974, -4.2625, 1.7650)  0.00
H (-3.0700, -4.6570, 0.0560)  0.00
H (-4.0518, -3.9581, -1.2287)  0.00
H (-3.7967, -3.0615, 0.2775)  0.00
H (-1.3006, -5.0212, -1.7090)  0.00
H (-0.6202, -3.6458, -2.5906)  0.00
H (-2.2731, -4.1935, -2.9339)  0.00
H (-2.7837, -1.0209, -1.0460)  -0.01
H (-3.2217, -1.9241, -2.5036)  0.00
H (-1.5556, -1.3937, -2.2965)  -0.01
H (4.7952, 2.0022, 1.7263)  0.00
H (5.4070, -0.4015, 2.7831)  0.00
H (5.1405, -1.6297, 1.5415)  0.00
H (4.0364, -1.5108, 2.9065)  0.00
H (2.0642, 2.4424, -2.0547)  0.01
H (1.7236, 4.1534, -1.7685)  0.00
H (0.8233, 2.9239, -0.8808)  -0.02
H (4.4418, 2.7134, -1.6574)  0.00
H (5.0452, 3.5057, -0.1979)  0.00
H (4.1769, 4.4485, -1.4128)  0.00
H (1.8044, 4.0246, 1.4957)  0.00
H (2.4517, 5.2396, 0.3781)  0.00
H (3.5220, 4.3788, 1.4859)  0.00
H (-0.5005, -1.6133, -4.7616)  0.00
H (0.9165, -1.6494, -5.8131)  0.00
H (-0.3403, -0.4365, -6.0762)  0.00
H (-0.8249, 0.3326, -3.1150)  -0.04
H (-0.6638, 1.4278, -4.4747)  0.01
H (0.3820, 1.6551, -3.0808)  -0.04
H (2.6503, 0.2255, -5.6845)  0.00
H (2.4465, 1.5385, -4.5228)  0.00
H (1.3746, 1.4229, -5.9285)  0.00
C (-1.0629, 3.9224, 0.4570)  0.00
P (-1.3546, 2.1137, 0.5261)  0.21
C (-3.0693, 2.0751, -0.1063)  0.00
C (-1.3884, 1.9013, 2.3328)  -0.08
C (-2.3515, 2.4985, 3.1402)  -0.01
C (-2.2726, 2.3852, 4.5195)  0.00
C (-1.2285, 1.6791, 5.1033)  0.00
C (-0.2601, 1.0889, 4.3041)  0.02
C (-0.3394, 1.2020, 2.9239)  0.02
H (-1.9151, 4.4260, 0.9162)  0.00
H (-0.9540, 4.2787, -0.5666)  0.00
H (-0.1719, 4.1756, 1.0230)  0.00
H (-3.7738, 2.4810, 0.6198)  0.00
H (-3.3608, 1.0541, -0.3423)  0.00
H (-3.1063, 2.6866, -1.0095)  0.00
H (-3.1692, 3.0572, 2.6987)  0.00
H (-3.0217, 2.8576, 5.1428)  0.00
H (-1.1659, 1.5970, 6.1807)  0.00
H (0.5567, 0.5400, 4.7541)  0.00
H (0.4170, 0.7313, 2.3027)  0.05
S (-3.1439, -0.8887, 1.7266)  0.01
C (-4.4168, -0.2148, 2.5636)  0.00
N (-5.4672, 0.4568, 2.0324)  0.00
C (-6.4897, 0.7792, 3.0250)  0.00
C (-5.8080, 0.3828, 4.3542)  0.00
N (-4.5709, -0.2280, 3.8953)  0.00
H (-5.6753, 0.3426, 1.0570)  0.00
H (-7.4046, 0.2118, 2.8532)  0.00
H (-6.7340, 1.8402, 2.9982)  0.00
H (-6.4077, -0.3252, 4.9253)  0.00
H (-5.6103, 1.2519, 4.9830)  0.00
H (-3.8751, -0.6414, 4.4896)  0.00

Cartesian forces (eV/Å) of the 3 atoms listed first:
V 0.147 0.284 -0.702
C -0.002 0.008 0.012
C -0.045 0.025 -0.028

Its spin multiplicity is 4. The LUMO energy (alpha / beta) is -1.769 / -1.661 eV. Its relative energy (zero: lowest compared OMol25 entry of this formula, charge and spin) is 34.5 kcal per mole. As for the total charge: +1. The total energy is -95629.512 eV. The gap between HOMO and LUMO (alpha / beta) comes out at 8.7 / 8.8 eV.

Max |F| for the records above, in order: 0.1495 0.0495 0.0449 0.0150 Eh/bohr
Molar mass for the records above, in order: 120.20 105.09 226.24 714.69 g mol⁻¹